(1)
9
Properties=species:S:1:pos:R:3 method="wB97M-V/def2-TZVPD" spin_multiplicity=1 e_above_lowest_kj_mol=182.88 smiles="N#CCC1=CS1" e_tot_ev=-16518.3545 orbital_gap_ev=8.8012 molar_mass_g_mol=97.14
N 0.815 2.365 -1.381
C 0.767 1.460 -0.698
C 0.799 0.413 0.345
C -0.323 -0.564 0.150
C -1.388 -1.080 -0.370
S -0.813 -2.080 1.157
H 0.671 0.941 1.233
H 1.804 -0.266 0.366
H -2.333 -1.189 -0.802

=====

(2)
25
Properties=species:S:1:pos:R:3 method="wB97M-V/def2-TZVPD" spin_multiplicity=1 e_above_lowest_kj_mol=351.34 e_tot_ev=-26860.1424 orbital_gap_ev=8.9595 molar_mass_g_mol=209.27
C -2.883 -1.645 0.255
C -1.948 -1.396 -0.931
N -1.083 -0.324 -0.907
C 0.081 -0.392 -0.275
N 0.715 -1.126 0.764
S 2.395 -0.670 1.516
N 2.250 -0.046 2.868
O 3.311 -1.707 1.185
C 2.305 0.654 0.282
C 3.160 1.758 0.286
C 2.935 2.756 -0.718
C 1.796 2.761 -1.470
C 0.834 1.763 -1.408
C 1.099 0.701 -0.473
H -3.436 -2.603 0.076
H -2.387 -1.931 1.374
H -3.638 -0.921 0.438
H -1.275 -2.312 -0.947
H -2.603 -1.288 -1.918
H 0.404 -2.000 0.919
H 2.232 -0.880 3.576
H 4.148 1.746 0.775
H 3.557 3.640 -0.590
H 1.631 3.587 -2.112
H -0.054 1.819 -1.905

=====

(3)
37
Properties=species:S:1:pos:R:3 method="wB97M-V/def2-TZVPD" total_charge=+1 spin_multiplicity=2 s2=0.78 e_above_lowest_kj_mol=65.32 e_tot_ev=-19419.6183 orbital_gap_ev="7.9410 / 4.8870" molar_mass_g_mol=237.35
C 1.495 -0.468 -2.257
C 1.671 -0.348 -3.770
C 0.318 0.338 -1.806
C -1.033 -0.025 -1.997
C 0.355 1.573 -1.150
C -1.011 1.873 -0.847
C 1.318 2.404 -0.558
C -1.376 3.002 -0.189
C 0.965 3.442 0.280
C -0.396 3.759 0.453
N -1.822 0.890 -1.433
H 1.242 -1.496 -2.012
H 2.342 -0.257 -1.603
H 1.488 0.664 -4.111
H -1.433 -0.759 -2.684
H -2.777 0.675 -1.176
H 2.371 2.146 -0.475
H -2.438 3.231 -0.107
H 1.703 3.994 0.846
H -0.626 4.519 1.189
H 0.927 -0.963 -4.273
H 2.603 -0.718 -4.198
C -2.272 -3.309 1.773
C -0.703 -1.440 1.210
C -0.938 -2.607 1.949
C 0.474 -0.724 1.447
C 0.089 -3.117 2.729
C 1.539 -1.323 2.077
C 1.354 -2.549 2.708
H -1.476 -1.151 0.508
H 0.418 0.296 1.096
H -2.947 -2.717 1.155
H -2.791 -3.308 2.738
H -0.016 -4.048 3.284
H 2.502 -0.837 2.178
H 2.165 -3.028 3.242
H -2.111 -4.298 1.364

=====

(4)
17
Properties=species:S:1:pos:R:3 method="wB97M-V/def2-TZVPD" spin_multiplicity=1 e_above_lowest_kj_mol=1024.87 e_tot_ev=-9894.9821 orbital_gap_ev=8.8075 molar_mass_g_mol=111.14
C 0.144 -0.717 -0.710
C -1.119 0.411 -0.753
C -1.220 0.181 0.719
C 0.340 -0.007 0.628
C 0.639 1.446 0.431
C -0.152 1.702 -0.715
H 0.897 -2.594 -1.360
H -0.250 -2.821 0.550
H 0.945 -0.505 -1.274
H -1.846 0.089 -1.635
H -1.415 0.847 1.592
H -1.920 -0.735 0.568
H 2.092 0.689 1.941
H 1.672 1.995 0.651
H 0.023 2.509 -1.427
N -0.201 -2.082 -0.769
O 1.372 -0.407 1.563

=====

(5)
20
Properties=species:S:1:pos:R:3 method="wB97M-V/def2-TZVPD" spin_multiplicity=1 e_above_lowest_kj_mol=314.39 e_tot_ev=-10405.1656 orbital_gap_ev=10.2155 molar_mass_g_mol=116.16
C 2.147 0.400 -0.568
C 2.158 -0.630 -1.591
N 2.249 0.253 0.705
C -1.137 -1.037 -0.069
O -0.423 -1.555 -0.951
H 1.768 1.372 -0.888
H 0.586 0.066 1.371
H 2.606 -0.673 0.953
H -1.906 -1.650 0.418
H 1.000 -1.119 -1.451
H 2.817 -1.466 -1.359
H 2.406 -0.249 -2.577
C -2.558 0.996 0.537
C -1.185 0.418 0.268
N -0.462 -0.020 1.471
H -0.784 0.448 2.311
H -0.575 1.028 -0.406
H -3.124 1.073 -0.391
H -3.116 0.362 1.225
H -2.468 1.982 0.993

=====

(6)
28
Properties=species:S:1:pos:R:3 method="wB97M-V/def2-TZVPD" total_charge=+2 spin_multiplicity=3 s2=2.01 e_above_lowest_kj_mol=0.00 e_tot_ev=-13019.4866 orbital_gap_ev="9.5560 / 5.2374" molar_mass_g_mol=155.25
C 1.037 1.067 -0.081
C 0.919 -1.177 -0.249
C -1.377 -0.057 -1.870
C -0.466 0.793 0.184
C -0.510 -0.795 0.231
C -0.922 1.492 1.483
C -0.859 -1.533 1.502
C 3.095 0.025 -0.388
N -1.359 -1.139 -0.935
N 1.719 -0.034 -0.240
N -1.241 1.255 -1.035
H 1.469 1.939 0.142
H 1.260 -2.049 0.452
H 0.738 -1.723 -1.137
H -0.492 -0.109 -2.497
H -2.316 -0.087 -2.475
H -1.938 1.254 1.824
H -0.833 2.575 1.458
H -0.436 1.108 2.295
H -1.893 -1.496 1.941
H -0.178 -1.194 2.344
H -0.403 -2.548 1.535
H 3.502 -0.154 0.630
H 3.480 1.035 -0.760
H 3.259 -0.759 -1.218
H -2.240 -1.427 -0.729
H -0.862 2.016 -1.556
H -2.154 1.722 -0.852

=====

(7)
19
Properties=species:S:1:pos:R:3 method="wB97M-V/def2-TZVPD" total_charge=+2 spin_multiplicity=1 e_tot_ev=-26842.1507 orbital_gap_ev=4.5045 molar_mass_g_mol=473.23
C 1.923 0.711 -0.738
C 1.780 -0.175 0.512
I 1.828 1.023 2.298
C 0.561 -1.142 0.433
C -0.680 -0.370 -0.004
C -1.276 0.638 0.690
C -2.448 1.162 -0.143
O -3.111 2.020 0.207
O -2.503 0.457 -1.321
C -1.500 -0.508 -1.289
O -1.406 -1.275 -2.134
H 2.939 1.114 -0.714
H 1.815 0.145 -1.673
H 1.229 1.559 -0.753
H 2.669 -0.810 0.548
H 0.454 -1.697 1.397
H 0.788 -1.895 -0.338
H -1.034 1.072 1.661
Pb -2.028 -2.028 1.361

=====

(8)
14
Properties=species:S:1:pos:R:3 method="wB97M-V/def2-TZVPD" total_charge=+1 spin_multiplicity=1 e_above_lowest_kj_mol=480.50 smiles="CC[NH+]=c1cc1" e_tot_ev=-6793.1084 orbital_gap_ev=10.2972 molar_mass_g_mol=82.13
C -1.762 -0.252 1.002
C -1.092 0.528 -0.162
N -0.265 -0.355 -0.939
C 1.114 -0.332 -0.645
C 2.087 0.478 0.053
C 2.876 -0.448 -0.470
H -2.108 -1.229 0.646
H -1.046 -0.318 1.808
H -2.627 0.216 1.314
H -0.525 1.468 0.250
H -1.933 0.930 -0.928
H -0.611 -0.981 -1.591
H 2.299 1.364 0.628
H 3.594 -1.068 -0.968